60
Properties=species:S:1:pos:R:3:lowdin_spin:R:1 method="wB97M-V/def2-TZVPD" homo_lumo_gap_ev="3.55 / 3.56" total_charge=+2 multiplicity=2 homo_energy_ev="-13.2 / -13.2"
Ir 0.5183 -0.0745 0.0049 0.048
S 2.4502 -1.1798 -1.0977 -0.005
C 0.4464 -2.3264 -2.7336 0.001
C 0.5242 -3.0372 -4.0574 0.002
C -0.4393 -3.8754 -4.5069 0.000
C -1.6048 -4.1217 -3.7585 0.005
C -1.7709 -3.5063 -2.5199 0.000
C -0.8403 -2.6418 -2.0060 0.003
S -1.0853 -1.9845 -0.3720 -0.001
C -2.5835 -0.9118 -0.5774 0.000
C -2.5182 0.3810 0.1786 0.050
C -3.7201 0.9400 0.6155 0.287
C -3.7022 2.1235 1.3769 0.008
C -2.5415 2.7999 1.5341 0.255
C -1.3054 2.3417 0.8263 0.045
C -0.0651 2.5896 1.7024 0.013
S 1.4762 2.2130 0.7649 0.002
C 2.6689 1.5356 1.9053 -0.001
C 3.8488 2.2460 2.0435 0.000
C 4.8876 1.7302 2.8097 -0.003
C 4.7296 0.5119 3.4635 0.000
C 3.5503 -0.1934 3.3450 -0.002
C 2.5113 0.2812 2.5262 0.001
S 1.1193 -0.7230 2.3003 -0.010
N -1.3405 0.9624 0.3869 0.213
H 1.4039 -2.8355 -4.6480 0.000
H -0.3178 -4.3598 -5.4629 0.000
H -2.3665 -4.7860 -4.1320 0.000
H -2.6583 -3.7152 -1.9414 0.000
H -3.4443 -1.4924 -0.2446 0.000
H -2.6959 -0.7021 -1.6436 0.000
H -4.6522 0.4362 0.4204 0.013
H -4.6151 2.4727 1.8317 -0.005
H -2.4853 3.7119 2.1028 0.011
H -0.1241 1.9557 2.5858 0.002
H -0.0098 3.6402 1.9870 0.000
H 3.9515 3.2024 1.5558 0.000
H 5.8073 2.2867 2.9046 0.000
H 5.5329 0.1142 4.0623 0.000
H 3.4196 -1.1361 3.8524 0.000
F -1.3065 2.0435 -4.0831 0.002
C -0.3207 1.3448 -3.5494 0.006
C -0.3438 -0.0550 -3.6633 -0.001
F -1.3256 -0.6410 -4.3370 -0.001
C 0.5551 -0.8285 -2.9410 0.007
C 1.5669 -0.1728 -2.2352 0.001
C 1.6856 1.2176 -2.2618 0.007
F 2.7172 1.7701 -1.6205 0.001
C 0.6695 2.0015 -2.8081 -0.002
C 0.5026 3.3723 -2.2430 0.006
C -0.3546 3.3151 -1.2280 0.002
N -1.2397 3.1042 -0.4507 0.037
C 1.3444 4.4639 -2.5109 0.001
N 2.0581 5.3391 -2.6931 0.004
F 3.9120 -1.1526 -1.9601 -0.003
C 1.7092 -2.7223 -1.8387 0.000
C 2.7662 -3.3749 -2.5977 0.000
N 3.6117 -3.8774 -3.1708 0.000
C 1.3622 -3.6050 -0.7425 0.000
N 1.0967 -4.2954 0.1255 0.000